Record 1
The following is a DFT calculation (wB97M-V/def2-TZVPD) of a cluster of 2 separate species, BrClHIN2 in total.

Calculated values
- 2S+1: 1
- HOMO-LUMO gap: 8.22 eV
- Highest occupied orbital energy: -0.3541 Eh
- E: -93659.1788 eV
- SMILES string: Cl/N=N/I.Br

Each line ends with the natural charge from an NBO analysis.
Geometry (Å):
Cl -0.545 2.407 0.116  0.036
N -0.930 0.864 0.973  -0.088
N -1.333 0.029 0.181  -0.310
I -1.953 -1.884 0.540  0.361
Br 2.377 -1.221 -0.401  -0.210
H 2.383 -0.195 -1.410  0.210



Record 2
The following is a DFT calculation (wB97M-V/def2-TZVPD) of an isolated molecule of BrClHOP.

Calculated values
- 2S+1: 1
- HOMO-LUMO gap: 9.38 eV
- Highest occupied orbital energy: -0.3638 Eh
- E: -93917.8286 eV

Each line ends with the natural charge from an NBO analysis.
Geometry (Å):
O 1.355 -0.348 0.262  -1.062
P 0.402 -0.053 -0.795  1.259
Cl -1.174 1.280 0.609  -0.186
Br -0.635 -2.045 -1.222  -0.339
H 0.052 1.166 1.146  0.329



Record 3
The following is a DFT calculation (wB97M-V/def2-TZVPD) of a cluster of 2 separate species, BrClO2S in total.

Calculated values
- 2S+1: 1
- HOMO-LUMO gap: 9.10 eV
- Highest occupied orbital energy: -0.3772 Eh
- E: -97493.8260 eV

Each line ends with the natural charge from an NBO analysis.
Geometry (Å):
O 2.371 0.060 1.007  -0.835
O 0.791 -0.205 -0.710  -0.843
S 2.067 -0.595 -0.176  1.677
Cl -1.709 0.905 -0.292  -0.091
Br -3.520 -0.164 0.171  0.092



Record 4
The following is a DFT calculation (wB97M-V/def2-TZVPD) of a cluster of 2 separate species, BrClS in total.

Calculated values
- 2S+1: 1
- HOMO-LUMO gap (spin up / spin down): 4.59 / 4.57 eV
- Highest occupied orbital energy (spin up / spin down): -0.3451 / -0.3447 Eh
- E: -93396.5526 eV

Each line ends with the natural charge from an NBO analysis.
Geometry (Å):
S -0.300 -0.614 0.002  0.295
Cl -1.590 0.986 0.002  -0.064
Br 3.307 -0.073 0.001  -0.231



Record 5
The following is a DFT calculation (wB97M-V/def2-TZVPD) of a structure of composition BrCoH8O4.

Calculated values
- 2S+1: 5
- HOMO-LUMO gap (spin up / spin down): 8.84 / 7.25 eV
- Highest occupied orbital energy (spin up / spin down): -0.3432 / -0.4115 Eh
- E: -115985.8225 eV

Each line ends with the natural charge from an NBO analysis.
Geometry (Å):
Co 5.321 -21.147 33.852  0.748
Br 4.987 -20.319 36.362  -0.729
O 2.980 -19.165 38.777  -0.943
H 3.524 -19.576 38.104  0.462
H 2.877 -19.841 39.447  0.473
O 1.425 -21.031 36.539  -0.946
H 1.081 -20.156 36.720  0.476
H 2.376 -20.922 36.550  0.466
O 5.353 -22.699 38.813  -0.940
H 5.648 -21.951 38.294  0.472
H 4.602 -23.045 38.331  0.466
O 6.804 -17.316 36.136  -0.942
H 6.014 -16.851 35.859  0.466
H 6.530 -18.229 36.214  0.471



Record 6
The following is a DFT calculation (wB97M-V/def2-TZVPD) of a structure of composition BrCrPd.

Calculated values
- Charge: +3
- 2S+1: 7
- HOMO-LUMO gap (spin up / spin down): 4.49 / 6.30 eV
- Highest occupied orbital energy (spin up / spin down): -0.8699 / -0.8478 Eh
- E: -101902.1368 eV

Each line ends with the natural charge from an NBO analysis.
Geometry (Å):
Pd -3.106 0.392 0.789  1.013
Cr 2.789 -1.454 -0.693  1.823
Br 0.316 1.062 -0.096  0.164



Record 7
The following is a DFT calculation (wB97M-V/def2-TZVPD) of a structure of composition BrFH2Si.

Calculated values
- 2S+1: 1
- HOMO-LUMO gap: 11.41 eV
- Highest occupied orbital energy: -0.3925 Eh
- E: -80671.3408 eV

Each line ends with the natural charge from an NBO analysis.
Geometry (Å):
F 0.026 -1.606 0.076  -0.647
Si -0.128 -0.024 0.140  1.422
Br 1.990 0.508 -0.123  -0.320
H -0.718 0.524 1.184  -0.247
H -1.170 0.598 -1.277  -0.208



Record 8
The following is a DFT calculation (wB97M-V/def2-TZVPD) of a cluster of 2 separate species, BrFHP in total.

Calculated values
- 2S+1: 1
- HOMO-LUMO gap (spin up / spin down): 9.08 / 5.80 eV
- Highest occupied orbital energy (spin up / spin down): -0.3981 / -0.3387 Eh
- E: -82062.7653 eV

Each line ends with the natural charge from an NBO analysis.
Geometry (Å):
F -0.960 -0.350 0.837  -0.582
P -0.635 0.909 -0.105  0.823
Br 2.698 -0.531 0.363  -0.144
H -1.103 -0.027 -1.094  -0.096



Record 9
The following is a DFT calculation (wB97M-V/def2-TZVPD) of a cluster of 2 separate species, BrFO2S in total.

Calculated values
- 2S+1: 1
- HOMO-LUMO gap: 9.93 eV
- Highest occupied orbital energy: -0.4198 Eh
- E: -87687.7686 eV

Each line ends with the natural charge from an NBO analysis.
Geometry (Å):
O -2.417 -1.267 -0.006  -0.830
O -1.746 0.744 0.913  -0.828
F 2.381 0.753 -0.801  -0.441
S -1.744 -0.045 -0.274  1.658
Br 3.525 -0.185 0.168  0.441



Record 10
The following is a DFT calculation (wB97M-V/def2-TZVPD) of a structure of composition BrFe.

Calculated values
- Charge: +1
- 2S+1: 5
- HOMO-LUMO gap (spin up / spin down): 7.77 / 7.53 eV
- Highest occupied orbital energy (spin up / spin down): -0.5778 / -0.5758 Eh
- E: -104420.2695 eV

Each line ends with the natural charge from an NBO analysis.
Geometry (Å):
Fe -0.324 -1.088 0.400  1.439
Br 0.324 1.088 -0.400  -0.439



Record 11
The following is a DFT calculation (wB97M-V/def2-TZVPD) of a structure of composition BrH10O5Zn.

Calculated values
- Charge: +1
- 2S+1: 1
- HOMO-LUMO gap: 7.89 eV
- Highest occupied orbital energy: -0.4372 Eh
- E: -128856.2440 eV

Each line ends with the natural charge from an NBO analysis.
Geometry (Å):
Zn 18.380 13.722 8.481  1.616
Br 18.355 15.043 10.581  -0.769
O 18.370 11.721 9.595  -0.980
H 18.503 11.745 10.535  0.516
H 17.766 11.010 9.608  0.488
O 20.464 13.438 8.467  -0.976
H 21.017 13.931 7.835  0.512
H 20.651 12.475 8.242  0.502
O 16.159 13.356 8.494  -0.953
H 15.936 12.453 8.623  0.489
H 15.625 13.597 7.714  0.494
O 18.236 15.347 7.119  -1.005
H 18.771 15.628 6.355  0.516
H 17.601 16.024 7.291  0.520
O 18.189 12.537 6.758  -1.003
H 18.805 11.817 6.664  0.509
H 17.544 12.522 6.041  0.524



Record 12
The following is a DFT calculation (wB97M-V/def2-TZVPD) of a structure of composition BrH12LiO6.

Calculated values
- 2S+1: 1
- HOMO-LUMO gap: 7.83 eV
- Highest occupied orbital energy: -0.3640 Eh
- E: -82726.4387 eV

Each line ends with the natural charge from an NBO analysis.
Geometry (Å):
Li -1.113 2.966 -1.016  0.958
Br -0.320 0.579 -0.331  -0.889
O 1.057 -2.313 0.469  -0.964
H 1.504 -2.312 -0.383  0.467
H 0.434 -1.356 0.329  0.456
O -1.322 -2.582 -2.009  -0.904
H -0.616 -3.165 -2.004  0.460
H -0.989 -1.902 -1.650  0.443
O -3.815 0.453 0.118  -0.968
H -4.065 0.682 1.134  0.479
H -2.914 0.074 0.130  0.487
O 2.491 2.837 0.285  -0.969
H 2.802 3.740 0.152  0.479
H 1.439 2.702 0.403  0.482
O -1.191 -0.169 2.692  -0.936
H -1.127 0.185 1.846  0.462
H -0.481 0.231 3.137  0.461
O 2.766 -0.575 -1.206  -0.937
H 3.431 -0.102 -0.912  0.458
H 2.021 0.024 -1.189  0.474



Record 13
The following is a DFT calculation (wB97M-V/def2-TZVPD) of a cluster of 7 separate species, BrH12O6 in total.

Calculated values
- Charge: -1
- 2S+1: 1
- HOMO-LUMO gap: 9.25 eV
- Highest occupied orbital energy: -0.2139 Eh
- E: -82525.8106 eV

Each line ends with the natural charge from an NBO analysis.
Geometry (Å):
Br 0.076 -0.170 -1.212  -0.911
O -0.978 -3.509 -0.667  -0.956
H -1.704 -3.438 -1.273  0.456
H -0.596 -2.649 -0.806  0.490
O 3.334 0.083 -0.003  -0.965
H 3.274 0.732 0.700  0.457
H 2.541 0.322 -0.528  0.495
O -2.438 -0.807 0.725  -0.965
H -1.549 -0.725 0.412  0.484
H -2.388 -1.483 1.335  0.458
O -2.405 2.137 -0.462  -0.966
H -3.239 1.627 -0.377  0.464
H -1.806 1.519 -0.893  0.490
O 0.480 -0.412 2.215  -0.984
H 0.471 -0.131 1.287  0.502
H 1.383 -0.677 2.512  0.466
O 1.671 2.762 -0.804  -0.996
H 2.656 2.768 -0.826  0.468
H 1.216 2.050 -1.333  0.510



Record 14
The following is a DFT calculation (wB97M-V/def2-TZVPD) of a cluster of 9 separate species, BrH16O8 in total.

Calculated values
- Charge: -1
- 2S+1: 1
- HOMO-LUMO gap: 9.68 eV
- Highest occupied orbital energy: -0.2438 Eh
- E: -86684.2373 eV

Each line ends with the natural charge from an NBO analysis.
Geometry (Å):
Br 0.369 -0.024 -0.102  -0.840
O 1.110 -3.156 1.743  -0.920
H 1.113 -2.525 1.130  0.469
H 0.874 -3.871 1.282  0.449
O -2.464 0.134 -2.123  -0.996
H -3.014 0.031 -1.312  0.491
H -1.558 -0.199 -1.680  0.481
O 1.088 -2.010 -3.200  -0.948
H 1.941 -2.247 -3.415  0.459
H 1.016 -1.559 -2.415  0.487
O -3.007 0.055 0.667  -1.001
H -3.459 0.134 1.547  0.491
H -2.080 0.347 0.643  0.507
O -0.173 2.237 -2.229  -1.008
H -0.904 1.899 -2.902  0.497
H 0.047 1.691 -1.498  0.486
O -0.605 -0.541 3.182  -0.967
H -0.292 -0.304 2.200  0.483
H 0.237 -0.921 3.392  0.458
O -0.171 2.514 1.632  -0.953
H 0.761 2.908 1.945  0.462
H 0.097 1.877 1.042  0.469
O 3.035 1.266 0.458  -1.006
H 2.330 0.695 0.062  0.493
H 3.702 1.579 -0.043  0.459



Record 15
The following is a DFT calculation (wB97M-V/def2-TZVPD) of a structure of composition BrH18O9.

Calculated values
- Charge: -1
- 2S+1: 1
- HOMO-LUMO gap: 8.33 eV
- Highest occupied orbital energy: -0.1960 Eh
- E: -88754.9468 eV

Each line ends with the natural charge from an NBO analysis.
Geometry (Å):
Br -1.285 -17.774 -1.105  -0.290
O -2.610 -20.081 -1.138  -0.969
H -2.610 -20.723 -1.847  0.463
H -1.764 -19.639 -1.214  0.452
O -2.220 -18.644 -3.309  -0.961
H -2.096 -18.551 -2.364  0.404
H -3.010 -19.178 -3.395  0.447
O -1.727 -15.611 0.650  -0.968
H -2.461 -16.218 0.565  0.470
H -1.108 -15.886 -0.026  0.446
O 0.423 -17.291 0.995  -0.935
H 1.058 -16.742 0.536  0.447
H -0.210 -17.540 0.322  0.413
O 1.329 -18.603 -0.980  -0.958
H 0.597 -18.146 -1.393  0.455
H 1.901 -18.848 -1.707  0.463
O -0.142 -19.993 -0.138  -0.988
H 0.807 -19.880 -0.198  0.488
H -0.503 -19.210 -0.554  0.377
O -2.955 -17.760 0.823  -0.942
H -2.543 -18.117 0.037  0.428
H -3.849 -18.103 0.803  0.460
O -3.325 -16.538 -2.003  -0.927
H -4.057 -17.108 -1.769  0.465
H -2.545 -17.043 -1.773  0.400
O -1.687 -15.311 -1.972  -0.996
H -1.195 -16.125 -1.863  0.393
H -2.598 -15.591 -2.058  0.462



Record 16
The following is a DFT calculation (wB97M-V/def2-TZVPD) of a cluster of 2 separate species, BrH2IO2Si in total.

Calculated values
- 2S+1: 1
- HOMO-LUMO gap: 9.92 eV
- Highest occupied orbital energy: -0.3881 Eh
- E: -90150.7609 eV
- SMILES string: O=[Si](O)I.Br

Each line ends with the natural charge from an NBO analysis.
Geometry (Å):
O 0.226 -0.123 1.323  -1.207
Si -0.709 -0.603 0.246  1.989
O -0.450 -1.605 -0.966  -1.107
I -2.924 0.245 -0.233  -0.198
H 0.371 -2.059 -1.142  0.531
Br 2.012 2.539 -0.069  -0.246
H 1.474 1.606 0.841  0.238



Record 17
The following is a DFT calculation (wB97M-V/def2-TZVPD) of a cluster of 2 separate species, BrH2NO in total.

Calculated values
- 2S+1: 1
- HOMO-LUMO gap (spin up / spin down): 6.89 / 6.87 eV
- Highest occupied orbital energy (spin up / spin down): -0.3539 / -0.3537 Eh
- E: -73608.8706 eV

Each line ends with the natural charge from an NBO analysis.
Geometry (Å):
N 0.418 0.012 0.031  -0.059
O 0.994 1.091 0.026  -0.260
Br -2.268 -0.247 -0.011  -0.477
H 0.441 -0.400 -0.901  0.406
H 0.414 -0.456 0.854  0.390



Record 18
The following is a DFT calculation (wB97M-V/def2-TZVPD) of the ion BrH2NO2P with charge -1.

Calculated values
- Charge: -1
- 2S+1: 1
- HOMO-LUMO gap: 8.25 eV
- Highest occupied orbital energy: -0.1662 Eh
- E: -84952.6081 eV
- SMILES string: N[P@](=O)([O-])Br

Each line ends with the natural charge from an NBO analysis.
Geometry (Å):
N -0.957 0.431 -0.269  -1.208
P 0.527 -0.310 0.047  2.093
O 1.161 -0.855 -1.164  -1.133
O 0.442 -1.152 1.607  -1.131
Br 1.657 1.529 0.637  -0.402
H -1.631 0.058 0.379  0.397
H -1.198 0.299 -1.238  0.384



Record 19
The following is a DFT calculation (wB97M-V/def2-TZVPD) of an isolated molecule of BrH2NOS2.

Calculated values
- 2S+1: 1
- HOMO-LUMO gap (spin up / spin down): 6.45 / 6.45 eV
- Highest occupied orbital energy (spin up / spin down): -0.3568 / -0.3568 Eh
- E: -95278.5962 eV
- SMILES string: O=[S@@H](=S)NBr

Each line ends with the natural charge from an NBO analysis.
Geometry (Å):
O 1.327 1.129 -0.265  -0.911
S 0.582 -0.134 -0.301  1.495
S 1.421 -1.848 -0.006  -0.340
N -0.452 -0.040 0.893  -0.803
Br -2.425 0.413 -0.179  0.072
H -0.379 -0.278 -1.528  0.085
H -0.075 0.758 1.387  0.403



Record 20
The following is a DFT calculation (wB97M-V/def2-TZVPD) of a cluster of 2 separate species, BrH2PS in total.

Calculated values
- 2S+1: 3
- HOMO-LUMO gap (spin up / spin down): 8.81 / 6.57 eV
- Highest occupied orbital energy (spin up / spin down): -0.3285 / -0.3364 Eh
- E: -90195.7170 eV

Each line ends with the natural charge from an NBO analysis.
Geometry (Å):
P 0.385 -0.829 0.056  0.084
S -4.789 0.843 -0.039  -0.013
Br -3.259 -0.618 -0.068  0.016
H 0.568 0.294 0.862  -0.055
H -0.268 -0.164 -1.187  -0.032